{
  "formula": "C5H9I",
  "method": "the ωB97M-V functional and the def2-TZVPD basis",
  "molar_mass_g_mol": 196.0,
  "total_charge": 0,
  "e_tot_ha": -493.490835,
  "relative_energy_ev": 2.6225,
  "homo_lumo_gap_ev": 9.683,
  "max_force_ev_per_a": 5.4,
  "species": ["H", "H", "H", "H", "C", "H", "C", "H", "I", "H", "C", "C", "C", "H", "H"],
  "xyz": [[-0.558, 1.895, 0.161], [-0.640, -0.265, -2.190], [-0.116, -1.690, 2.337], [-0.256, -0.061, 3.181], [0.795, -0.928, -0.642], [0.451, 2.098, 1.518], [-0.117, -0.616, 2.224], [1.731, -0.582, -0.463], [0.527, -2.962, -0.514], [0.832, -1.171, -2.584], [0.275, 1.445, 0.703], [0.192, -0.016, 1.048], [0.424, -0.395, -1.972], [1.200, 1.481, 0.040], [0.921, 0.452, -2.244]],
  "forces_ev_per_angstrom": [[-0.1, -0.6, -0.2], [0.1, -0.3, 0.1], [0.0, -0.1, -0.2], [0.0, -0.1, -1.1], [-3.3, 1.7, 3.9], [0.3, 0.4, 1.2], [0.9, 0.9, -1.2], [3.2, 0.0, 0.7], [0.0, -0.8, 0.4], [-0.1, -0.3, -1.1], [1.6, -0.8, -1.4], [-0.6, -1.5, -1.5], [-2.1, -1.8, 0.1], [-1.1, 0.6, 0.6], [1.4, 2.6, -0.4]]
}